Entry 1:
Below is a single C3H4N2O2 molecule at a distorted geometry, with properties calculated with wB97M-V/def2-TZVPD.

```
11
Properties=species:S:1:pos:R:3
O -2.182 -0.230 0.750
C -0.912 -0.091 0.455
C 0.102 -0.791 1.146
C 1.241 -0.483 0.240
N 0.685 0.161 -0.814
O 1.439 0.897 -1.627
N -0.688 0.535 -0.619
H -2.533 0.520 0.112
H -0.089 -1.429 1.962
H 2.355 -0.135 0.559
H 0.581 1.046 -2.164
```

Properties
SMILES string: Oc1ccn(O)n1
Energy above the lowest of the compared OMol25 structures with the same formula, charge and spin, eV: 5.7985
LUMO, eV: 0.744

=====

Entry 2:
Below is a molecular structure, C10H18ClIN2OPPr at a distorted geometry, with properties calculated with wB97M-V/def2-TZVPD.

```
35
Properties=species:S:1:pos:R:3
C 0.846 -1.767 -0.378
I 1.005 3.041 -0.055
H -0.252 -1.814 -0.243
H 1.316 -1.905 0.599
H 1.124 -2.612 -1.018
Pr -1.361 1.176 0.940
P 0.184 0.338 -2.341
C 1.437 1.048 -3.410
C -0.419 -1.169 -3.093
H -2.133 1.146 -1.989
H -1.422 1.606 -3.542
H -0.967 2.510 -2.102
C -1.220 1.509 -2.470
H -1.276 -1.536 -2.519
H -0.723 -0.949 -4.113
H 0.992 1.361 -4.363
H 2.222 0.300 -3.570
H 0.384 -1.912 -3.092
H 1.853 1.922 -2.890
C 1.294 -0.482 -1.010
O 2.398 0.030 -0.822
Cl -2.667 -0.818 -0.064
N -1.814 -2.043 3.028
C -0.865 -1.207 3.487
C -0.269 -1.324 4.739
C 0.712 -0.403 5.103
C 1.107 0.572 4.180
C 0.474 0.652 2.944
N -0.557 -0.194 2.620
H -2.171 -1.940 2.079
H -2.120 -2.798 3.618
H -0.693 -2.062 5.424
H 1.157 -0.419 6.095
H 1.912 1.283 4.375
H 0.827 1.367 2.177
```

Properties
Spin multiplicity: 3
Expectation value of S²: 2.003
Energy above the lowest of the compared OMol25 structures with the same formula, charge and spin, eV: 0.0000
LUMO (spin up / spin down), eV: -8.199 / -7.937
Total charge: +2

=====

Entry 3:
Below is 2 unconnected molecules or ions with the total composition C4H9NO at a distorted geometry, with properties calculated with wB97M-V/def2-TZVPD.

```
15
Properties=species:S:1:pos:R:3
C 0.929 -0.710 -1.637
C -0.304 -0.922 -1.292
N -1.244 -1.731 -2.170
H 1.680 -1.249 -2.144
H 1.435 0.153 -1.348
H -0.812 -0.641 -0.366
H -2.236 -1.685 -1.851
H -1.212 -1.191 -3.014
C -0.183 0.238 1.967
C 0.663 1.276 2.016
O 0.766 2.552 1.444
H 0.277 -0.723 2.442
H -1.267 0.186 1.586
H 1.536 1.301 2.792
H -0.029 3.148 1.575
```

Properties
SMILES string: C=CN.C=CO
Energy above the lowest of the compared OMol25 structures with the same formula, charge and spin, eV: 4.5787
LUMO, eV: 0.791

=====

Entry 4:
Below is a single C5H7NS3 molecule at a distorted geometry, with properties calculated with wB97M-V/def2-TZVPD.

```
16
Properties=species:S:1:pos:R:3
C -0.115 -1.981 0.114
S -1.850 -1.454 0.059
C -1.802 0.231 0.081
S -3.266 1.056 0.055
C -0.358 1.243 -0.269
C 0.514 1.123 1.005
S 2.159 0.577 0.481
C 1.596 0.391 -1.181
N 0.411 0.740 -1.472
H 0.201 -2.584 -0.779
H -0.192 -2.678 0.854
H 0.574 -1.285 0.363
H -0.883 2.147 -0.540
H 0.633 2.050 1.470
H 0.060 0.368 1.666
H 2.318 0.056 -1.904
```

Properties
SMILES string: CSC(=S)[C@H]1CSC=N1
Energy above the lowest of the compared OMol25 structures with the same formula, charge and spin, eV: 1.4264
LUMO, eV: -0.251

=====

Entry 5:
Below is a single C4H6ClNOS molecule at a distorted geometry, with properties calculated with wB97M-V/def2-TZVPD.

```
14
Properties=species:S:1:pos:R:3
C -3.175 -0.846 -0.697
N -2.355 -0.204 -0.018
S -0.884 -0.974 0.534
C 0.046 0.454 1.214
O 0.633 1.211 0.192
C 1.828 1.014 -0.446
C 2.743 0.003 -0.465
Cl 2.376 -1.743 0.157
H -4.207 -0.498 -1.012
H -2.719 -1.827 -1.188
H -0.930 1.134 1.552
H 0.728 0.273 2.214
H 2.033 1.849 -1.058
H 3.884 0.156 -0.980
```

Properties
SMILES string: C=NSCO/C=C\Cl
Energy above the lowest of the compared OMol25 structures with the same formula, charge and spin, eV: 4.6405
LUMO, eV: 0.881

=====

Entry 6:
Below is 14 unconnected molecules or ions with the total composition H28O14 at a distorted geometry, with properties calculated with wB97M-V/def2-TZVPD.

```
42
Properties=species:S:1:pos:R:3
O 0.257 1.212 -3.043
H -0.465 1.732 -2.647
H 0.546 1.859 -3.723
O -0.644 -2.818 2.079
H -0.919 -2.068 1.652
H -1.207 -2.939 2.928
O -2.486 -0.024 -1.357
H -1.569 -0.046 -1.026
H -3.081 0.231 -0.726
O -1.432 -3.248 -1.032
H -1.074 -2.466 -1.416
H -0.805 -3.562 -0.452
O 2.573 1.415 -1.061
H 2.016 1.401 -1.867
H 3.471 1.481 -1.416
O 0.002 -0.025 -0.495
H 0.824 0.404 -0.770
H 0.141 -0.011 0.502
O -0.819 -0.474 4.036
H -0.414 -0.330 3.210
H -0.493 -1.322 4.282
O -2.403 -0.869 1.729
H -2.282 0.089 1.770
H -2.544 -1.010 2.667
O -0.036 3.037 0.475
H 0.783 3.459 0.335
H 0.007 2.358 1.103
O -1.418 2.758 -1.742
H -2.287 2.363 -1.610
H -0.804 2.680 -0.977
O 1.251 -2.684 -0.305
H 1.070 -3.123 -1.095
H 0.992 -1.795 -0.454
O 0.149 -1.694 -3.004
H 0.188 -0.734 -3.029
H 0.774 -2.047 -3.608
O 2.647 1.979 1.540
H 2.601 1.957 0.572
H 3.082 2.815 1.761
O 0.903 0.047 1.971
H 1.354 -0.713 2.346
H 1.569 0.732 1.900
```

Properties
Energy above the lowest of the compared OMol25 structures with the same formula, charge and spin, eV: 1.7953
LUMO, eV: -0.444

=====

Q: energy above the lowest of the compared OMol25 structures with the same formula, charge and spin of number 3 (C4H9NO)?
A: 4.5787 eV

=====

Q: Look up the energy above the lowest of the compared OMol25 structures with the same formula, charge and spin of the third one.
A: 4.5787 eV

=====

Q: The highest energy above the lowest of the compared OMol25 structures with the same formula, charge and spin belongs to which entry?
A: C3H4N2O2